Run w
Density functional theory data (ωB97M-V with the def2-TZVPD basis set) for a molecular structure, C23H18AuN2O5S.

Geometry (Å):
1 Au 0.2843 -0.2326 -0.0797
2 S -1.5978 -0.5105 -1.7436
3 O 0.4953 1.9707 -0.7774
4 O 0.6777 -0.8711 2.0858
5 O -7.9724 -1.4925 0.2935
6 O 1.7815 -2.7380 -0.4619
7 O -7.3893 0.1773 1.6289
8 N 2.7042 1.6008 -0.2960
9 N 2.3883 0.5313 0.4019
10 C 3.9525 4.4400 -2.9585
11 C 4.0323 -2.8508 3.4208
12 C 1.2485 4.1771 -2.3951
13 C -7.0514 -0.6017 0.7667
14 C 2.1719 3.3391 -1.7807
15 C 3.5290 3.4915 -2.0503
16 C -3.1257 -0.5715 -0.9327
17 C 1.6489 -2.5149 3.4241
18 C -4.0665 -1.5201 -1.3612
19 C 1.7350 -1.4888 2.4397
20 C -0.4749 -3.2460 0.1482
21 C -5.3249 -1.5648 -0.8155
22 C 2.7586 -3.1544 3.9081
23 C -5.7099 -0.6528 0.1782
24 C 4.1596 -1.8911 2.4488
25 C 1.7129 2.2358 -0.9070
26 C 3.2921 -0.1692 0.9930
27 C 3.0530 -1.1924 1.9466
28 C -4.7558 0.2801 0.6178
29 C 3.0264 5.2524 -3.5956
30 C -3.4901 0.3182 0.0866
31 C 0.6589 -2.3530 -0.2577
32 C 1.6779 5.1304 -3.3004
33 H 0.9590 5.7717 -3.7904
34 H -1.3000 -3.1135 -0.5491
35 H 4.2256 2.8419 -1.5448
36 H -3.7873 -2.2077 -2.1466
37 H -6.0031 -2.3306 -1.1795
38 H 2.6539 -3.9105 4.6738
39 H 0.2024 4.0476 -2.1564
40 H 5.0053 4.5388 -3.1826
41 H -0.8135 -2.9225 1.1303
42 H 3.3580 5.9710 -4.3318
43 H -7.5966 -2.0395 -0.4090
44 H 4.9044 -3.3651 3.7996
45 H -5.0573 0.9789 1.3838
46 H -0.1548 -4.2896 0.1718
47 H 0.6641 -2.7430 3.8100
48 H -2.7641 1.0395 0.4304
49 H 5.1374 -1.6496 2.0518
50 H 4.3369 0.0543 0.7610

Its net charge is -1. The calculation puts the orbital gap at 5.461 eV. Its spin multiplicity is 1. Its HOMO energy is -4.1 eV.

***

Run x
Density functional theory data (ωB97M-V with the def2-TZVPD basis set) for a molecular structure, C23H18AuN2O5S.

Geometry (Å):
1 Au -0.3388 1.0937 0.8858
2 S -0.5039 3.4167 1.1905
3 O 0.3278 6.0660 -5.0495
4 O -1.3149 0.7929 -1.1561
5 O -1.5930 0.3815 3.2471
6 O 2.0908 0.3033 1.7895
7 O 1.6330 7.3819 -3.8530
8 N -0.0826 -1.0026 0.8197
9 N 0.9341 -1.6809 1.4704
10 C -2.1372 -0.1920 -1.2919
11 C 3.0562 -1.7348 2.5247
12 C -0.4113 3.6698 -1.5949
13 C -3.0005 -2.4337 -0.8360
14 C 0.8952 6.4344 -3.8714
15 C 5.1484 -3.1301 3.7361
16 C -0.6312 0.9864 2.9345
17 C 4.2721 -1.1083 2.7700
18 C 3.9319 -3.7591 3.5001
19 C 0.5531 5.4315 -0.2726
20 C -4.1233 -1.0671 -2.4287
21 C 0.3954 1.6255 3.8162
22 C -2.0613 -1.4212 -0.5832
23 C -3.2038 -0.0681 -2.2269
24 C 1.9497 -0.9341 1.8741
25 C 5.3159 -1.8016 3.3672
26 C -4.0343 -2.2785 -1.7291
27 C -0.0937 4.1911 -0.3382
28 C -0.0851 4.3779 -2.7393
29 C 0.5401 5.6210 -2.6734
30 C 2.8933 -3.0665 2.8946
31 C 0.8588 6.1348 -1.4217
32 C -0.9723 -1.7687 0.3035
33 H 5.9600 -3.6728 4.2055
34 H -0.8344 -2.8282 0.5174
35 H 1.3740 1.2634 3.5040
36 H 0.3757 2.7011 3.6413
37 H 3.7940 -4.7942 3.7890
38 H 4.3731 -0.0697 2.4831
39 H -2.8900 -3.3704 -0.2984
40 H -4.7485 -3.0732 -1.8972
41 H 0.1705 1.3898 4.8554
42 H -0.3184 3.9107 -3.6918
43 H -0.9129 2.7137 -1.6748
44 H -0.2923 5.3432 -4.8971
45 H -3.2684 0.8685 -2.7672
46 H -4.9263 -0.9158 -3.1418
47 H 6.2620 -1.3053 3.5470
48 H 1.9439 -3.5447 2.6967
49 H 1.3596 7.0928 -1.3705
50 H 0.8183 5.8319 0.6979

Its net charge is -1. The calculation puts the orbital gap at 6.866 eV. Its spin multiplicity is 1. Its HOMO energy is -4.7 eV.

***

The relative energies come out as run w 1.134; run x 0.000, with values in eV.

***

Run w
Density functional theory data (ωB97M-V with the def2-TZVPD basis set) for 2 unconnected molecules or ions with the total composition CH3N3S.

Geometry (Å):
1 S 3.7455 -0.2426 0.0732
2 N -1.7947 0.4859 0.0189
3 N -1.3709 -0.3545 0.7596
4 N 1.0455 -0.5615 -0.3276
5 C 2.2027 -0.4334 -0.0704
6 H -2.7645 0.8660 0.0864
7 H -1.2245 0.9140 -0.7507
8 H 0.1609 -0.6739 0.2106

The calculation puts the orbital gap at 9.181 eV. Its spin multiplicity is 1. Its HOMO energy is -9.0 eV.

***

Run x
Density functional theory data (ωB97M-V with the def2-TZVPD basis set) for 2 unconnected molecules or ions with the total composition CH3N3S.

Geometry (Å):
1 S -1.7844 -0.7649 0.1958
2 N -1.5633 0.8921 0.1903
3 N -0.3937 1.2317 -0.0885
4 N -0.1687 -0.9804 -0.2893
5 C 0.4561 0.2466 -0.3096
6 H 1.4227 0.3874 -0.7428
7 H 1.7364 0.8584 1.3700
8 H 0.2949 -1.8708 -0.3260

The calculation puts the orbital gap (alpha / beta) at 9.099 / 6.674 eV. Its spin multiplicity is 1. Its HOMO energy (alpha / beta) is -9.2 / -7.1 eV.

***

The relative energies come out as run w 0.000; run x 2.576, with values in eV.